DFT (ωB97M-V/def2-TZVPD) results for a cluster of 2 separate species, C10H16 in total in a non-equilibrium geometry.

Output
Energy relative to the best compared isomer or geometry (same formula, charge and spin) = 15.3 kcal/mol
Gap between HOMO and LUMO = 10.03 eV
Spin multiplicity = 1
Largest force on an atom = 1.8 eV Å⁻¹
SMILES string = Cc1ccccc1.CCC
HOMO energy = -0.33002 hartree

Positions of all 26 atoms, in Å:
C1 1.57 -0.19 2.09
C2 0.12 -0.29 1.71
C3 -0.76 0.77 2.00
C4 -1.98 0.86 1.36
C5 -2.44 -0.21 0.60
C6 -1.60 -1.27 0.29
C7 -0.29 -1.21 0.77
H1 2.04 0.46 1.36
H2 2.02 -1.17 2.04
H3 1.76 0.28 3.06
H4 -0.44 1.54 2.70
H5 -2.49 1.82 1.29
H6 -3.45 -0.20 0.21
H7 -1.93 -2.03 -0.40
H8 0.34 -2.01 0.41
C8 0.93 1.54 -1.98
C9 1.61 0.58 -2.98
C10 1.47 -0.87 -2.54
H9 -0.12 1.38 -2.19
H10 1.09 2.58 -2.28
H11 1.32 1.39 -0.97
H12 1.10 0.75 -3.93
H13 2.66 0.86 -3.13
H14 2.22 -1.04 -1.76
H15 0.51 -1.13 -2.10
H16 1.80 -1.58 -3.30

The Löwdin scheme yields these atomic charges, measured in e: C -0.049; C -0.282; C -0.053; C -0.092; C -0.104; C -0.087; C -0.084; H 0.071; H 0.074; H 0.077; H 0.108; H 0.103; H 0.097; H 0.102; H 0.107; C -0.110; C -0.320; C -0.131; H 0.070; H 0.063; H 0.058; H 0.094; H 0.096; H 0.069; H 0.055; H 0.067

DFT (ωB97M-V/def2-TZVPD) results for a structure of composition C31H26Br2FeI2N6O3S in a non-equilibrium geometry.

Output
Energy relative to the best compared isomer or geometry (same formula, charge and spin) = 36.4 kcal/mol
Gap between HOMO and LUMO (spin up / spin down) = 7.41 / 7.29 eV
Spin multiplicity = 5
Largest force on an atom = 3.6 eV Å⁻¹
HOMO energy (spin up / spin down) = -0.28575 / -0.28743 hartree

Positions of all 72 atoms, in Å:
Fe1 0.04 -0.50 0.27
C1 -0.95 -4.85 -1.36
C2 0.47 -4.56 -1.07
N1 1.27 -5.58 -1.27
C3 2.58 -5.40 -0.90
C4 3.17 -4.24 -0.45
C5 4.60 -4.23 -0.09
O1 4.74 -3.88 1.28
C6 2.27 -3.13 -0.26
C7 2.82 -1.88 0.34
N2 2.12 -0.85 0.57
C8 2.90 0.34 0.87
C9 3.58 0.98 -0.16
C10 4.23 2.20 0.06
C11 4.29 2.68 1.34
C12 3.69 2.00 2.43
C13 2.89 0.88 2.13
I1 1.79 -0.22 3.60
C14 0.89 -3.29 -0.52
O2 -0.01 -2.38 -0.29
H1 -1.59 -4.26 -0.75
H2 -1.19 -5.86 -1.21
H3 -1.18 -4.62 -2.38
H4 3.25 -6.19 -1.09
H5 5.11 -3.53 -0.74
H6 5.13 -5.16 -0.37
H7 4.30 -4.53 1.82
H8 3.87 -1.88 0.45
H9 3.61 0.57 -1.14
H10 4.69 2.69 -0.78
H11 4.80 3.62 1.50
H12 3.67 2.55 3.36
Br1 0.10 4.45 1.51
C15 0.39 3.54 -0.07
C16 1.16 4.32 -0.98
C17 1.66 3.75 -2.12
Br2 2.83 4.80 -3.17
C18 1.46 2.41 -2.40
C19 2.03 1.73 -3.56
C20 1.75 0.39 -3.73
C21 1.03 -0.21 -2.74
N3 0.58 0.36 -1.65
C22 0.72 1.67 -1.47
C23 0.16 2.24 -0.26
O3 -0.37 1.48 0.61
H13 1.20 5.36 -0.71
H14 2.55 2.33 -4.26
H15 2.21 -0.12 -4.57
H16 0.86 -1.31 -2.81
S1 -7.51 4.33 2.38
C24 -6.47 3.72 1.22
N4 -5.07 3.80 1.13
C25 -4.60 3.79 -0.29
C26 -5.82 3.01 -0.87
N5 -6.90 3.19 0.05
H17 -4.63 4.53 1.71
H18 -3.70 3.18 -0.53
H19 -4.49 4.74 -0.93
H20 -5.55 1.96 -1.17
H21 -6.08 3.45 -1.81
H22 -7.86 2.94 -0.09
I2 -4.63 -4.15 1.27
C27 -3.63 -2.48 1.93
C28 -3.92 -1.86 3.11
C29 -3.25 -0.71 3.39
C30 -2.08 -0.36 2.66
N6 -1.72 -1.08 1.57
C31 -2.58 -2.00 1.12
H23 -4.63 -2.33 3.73
H24 -3.43 -0.19 4.36
H25 -1.43 0.53 2.88
H26 -2.17 -2.67 0.34

The Löwdin scheme yields these atomic charges, measured in e: Fe 0.806; C -0.016; C -0.253; N 0.121; C -0.103; C -0.180; C -0.225; O -0.043; C -0.040; C -0.048; N -0.015; C -0.349; C -0.015; C -0.069; C -0.078; C -0.096; C -0.587; I 0.919; C -0.273; O -0.171; H 0.029; H 0.068; H 0.085; H 0.092; H 0.119; H 0.130; H 0.092; H 0.120; H 0.108; H 0.109; H 0.107; H 0.099; Br 0.823; C -0.651; C -0.174; C -0.653; Br 0.772; C -0.201; C 0.008; C -0.048; C -0.130; N 0.067; C -0.163; C -0.451; O -0.157; H 0.079; H 0.064; H 0.117; H 0.136; S 0.532; C -0.910; N 0.006; C -0.147; C -0.197; N -0.007; H 0.130; H 0.112; H 0.134; H 0.126; H 0.094; H 0.132; I 0.935; C -0.737; C -0.150; C -0.043; C -0.100; N 0.003; C -0.183; H 0.088; H 0.123; H 0.104; H 0.072

DFT (ωB97M-V/def2-TZVPD) results for an isolated molecule of C4H5N3 in a non-equilibrium geometry.

Output
Energy relative to the best compared isomer or geometry (same formula, charge and spin) = 74.0 kcal/mol
Gap between HOMO and LUMO = 9.57 eV
Spin multiplicity = 1
Largest force on an atom = 5.4 eV Å⁻¹
SMILES string = Nc1ncccn1
HOMO energy = -0.34859 hartree

Positions of all 12 atoms, in Å:
N1 -2.25 0.77 0.67
C1 -0.92 0.40 0.29
N2 -0.09 1.38 0.12
C2 1.50 0.69 -0.36
C3 1.65 -0.65 -0.51
C4 0.49 -1.43 -0.22
N3 -0.67 -0.96 0.15
H1 -2.88 1.16 -0.02
H2 -2.43 1.13 1.60
H3 2.47 1.23 -0.58
H4 2.56 -1.22 -0.83
H5 0.56 -2.51 -0.32

The Löwdin scheme yields these atomic charges, measured in e: N 0.068; C -0.510; N 0.161; C 0.034; C -0.131; C -0.169; N 0.096; H 0.073; H 0.073; H 0.090; H 0.110; H 0.106

DFT (ωB97M-V/def2-TZVPD) results for a structure of composition C33H52BN8OV.

Output
Energy relative to the best compared isomer or geometry (same formula, charge and spin) = 0.0 kcal/mol
Gap between HOMO and LUMO (spin up / spin down) = 7.81 / 7.23 eV
Spin multiplicity = 2
Total charge = +1
Largest force on an atom = 0.4 eV Å⁻¹
HOMO energy (spin up / spin down) = -0.38217 / -0.36063 hartree

Positions of all 96 atoms, in Å:
V1 0.13 -0.60 -1.42
C1 5.06 -0.86 -1.81
C2 3.63 -1.37 -1.61
C3 2.78 -0.99 -2.81
C4 3.06 -0.83 -0.32
C5 3.73 -0.46 0.84
C6 2.75 0.05 1.69
C7 3.10 0.77 2.97
C8 2.33 0.38 4.23
C9 3.07 2.28 2.73
N1 1.56 -0.06 1.07
N2 1.76 -0.60 -0.17
B1 0.17 0.63 1.37
N3 0.04 1.80 0.34
N4 0.21 1.50 -0.98
C10 0.28 2.64 -1.65
C11 0.12 3.71 -0.78
C12 -0.04 3.15 0.48
C13 -0.31 3.99 1.72
C14 -0.63 3.31 3.04
C15 -1.47 4.95 1.39
C16 0.59 2.69 -3.12
C17 2.07 3.00 -3.33
C18 0.19 1.39 -3.82
N5 -1.08 -0.32 1.19
N6 -1.44 -0.53 -0.11
C19 -2.71 -0.92 -0.14
C20 -3.18 -1.03 1.16
C21 -2.14 -0.63 1.98
C22 -2.25 -0.66 3.49
C23 -3.30 0.34 3.98
C24 -0.96 -0.53 4.28
C25 -3.43 -1.08 -1.45
C26 -4.80 -0.41 -1.38
C27 -2.62 -0.45 -2.59
H1 5.45 -1.22 -2.77
H2 5.73 -1.21 -1.03
H3 5.08 0.23 -1.82
H4 3.69 -2.46 -1.54
H5 2.82 0.09 -2.99
H6 1.72 -1.29 -2.74
H7 3.13 -1.49 -3.71
H8 4.78 -0.50 1.05
H9 4.14 0.48 3.15
H10 1.34 0.83 4.24
H11 2.86 0.75 5.10
H12 2.22 -0.70 4.33
H13 2.07 2.61 2.45
H14 3.76 2.57 1.94
H15 3.36 2.81 3.64
H16 0.20 1.03 2.47
H17 0.12 4.76 -1.03
H18 0.58 4.60 1.86
H19 -1.46 2.61 2.94
H20 -0.92 4.07 3.76
H21 0.21 2.77 3.47
H22 -2.39 4.39 1.21
H23 -1.28 5.56 0.51
H24 -1.65 5.62 2.23
H25 0.01 3.50 -3.55
H26 2.70 2.23 -2.87
H27 2.34 3.96 -2.87
H28 2.32 3.05 -4.39
H29 0.71 0.52 -3.39
H30 0.47 1.42 -4.87
H31 -0.89 1.22 -3.76
H32 -4.16 -1.34 1.48
H33 -2.65 -1.66 3.68
H34 -2.99 1.36 3.78
H35 -3.44 0.23 5.06
H36 -4.27 0.18 3.50
H37 -0.66 0.52 4.37
H38 -0.14 -1.08 3.83
H39 -1.11 -0.91 5.29
H40 -3.59 -2.14 -1.65
H41 -4.70 0.65 -1.15
H42 -5.42 -0.88 -0.62
H43 -5.32 -0.51 -2.34
H44 -2.51 0.62 -2.41
H45 -3.11 -0.59 -3.55
H46 -1.61 -0.88 -2.74
N7 -3.05 -5.01 -3.44
C28 -2.39 -5.61 -2.41
O1 -2.76 -6.64 -1.89
C29 -1.18 -4.89 -1.89
C30 -0.21 -5.62 -1.21
C31 0.89 -4.95 -0.71
C32 0.96 -3.57 -0.87
N8 0.02 -2.85 -1.50
C33 -1.02 -3.52 -2.00
H47 -3.81 -5.54 -3.84
H48 -2.57 -4.37 -4.06
H49 -0.34 -6.69 -1.10
H50 1.67 -5.46 -0.18
H51 1.78 -3.02 -0.44
H52 -1.78 -2.93 -2.49

The Löwdin scheme yields these atomic charges, measured in e: V 0.800; C -0.055; C -0.348; C -0.056; C -0.253; C 0.051; C -0.171; C -0.339; C -0.052; C -0.032; N 0.083; N -0.016; B -0.441; N 0.077; N 0.025; C -0.255; C 0.038; C -0.162; C -0.335; C -0.068; C -0.060; C -0.341; C -0.043; C -0.056; N 0.086; N -0.019; C -0.241; C 0.047; C -0.162; C -0.340; C -0.046; C -0.068; C -0.348; C -0.049; C -0.080; H 0.086; H 0.082; H 0.093; H 0.136; H 0.070; H 0.023; H 0.103; H 0.120; H 0.134; H 0.037; H 0.090; H 0.088; H 0.052; H 0.090; H 0.091; H 0.079; H 0.121; H 0.144; H 0.068; H 0.091; H 0.049; H 0.094; H 0.069; H 0.083; H 0.145; H 0.068; H 0.085; H 0.086; H 0.025; H 0.100; H 0.067; H 0.124; H 0.143; H 0.068; H 0.089; H 0.078; H 0.057; H 0.078; H 0.094; H 0.130; H 0.095; H 0.082; H 0.086; H 0.090; H 0.103; H 0.028; N 0.175; C -0.493; O 0.093; C -0.100; C 0.034; C -0.007; C -0.091; N 0.004; C -0.062; H 0.119; H 0.102; H 0.135; H 0.121; H 0.097; H 0.088

DFT (ωB97M-V/def2-TZVPD) results for a structure of composition C20H41InN2P3S in a non-equilibrium geometry.

Output
Energy relative to the best compared isomer or geometry (same formula, charge and spin) = 105.0 kcal/mol
Gap between HOMO and LUMO (spin up / spin down) = 6.18 / 3.78 eV
Spin multiplicity = 1
Total charge = +3
Largest force on an atom = 2.9 eV Å⁻¹
HOMO energy (spin up / spin down) = -0.60275 / -0.59858 hartree

Positions of all 68 atoms, in Å:
In1 2.65 -1.78 -1.12
P1 2.78 0.57 0.16
P2 -1.07 0.00 1.37
P3 -1.76 2.54 -3.10
H1 2.32 -2.31 -5.70
C1 2.10 -1.26 -5.41
C2 2.90 -0.56 -4.59
H2 3.55 -1.03 -3.85
C3 4.15 0.12 1.30
C4 1.86 1.69 1.29
C5 3.58 1.90 -0.82
C6 -2.53 -1.00 0.87
C7 -0.66 -0.96 2.89
C8 -2.01 1.37 2.15
C9 -1.95 3.66 -4.53
C10 -0.73 3.24 -1.78
C11 -3.41 2.11 -2.51
H3 1.23 -0.86 -5.94
H4 2.95 0.53 -4.72
H5 4.73 -0.70 0.86
H6 3.73 -0.20 2.26
H7 4.77 1.02 1.44
H8 1.29 1.11 2.04
H9 1.19 2.34 0.72
H10 2.59 2.32 1.83
H11 3.73 1.57 -1.86
H12 4.55 2.14 -0.36
H13 2.95 2.80 -0.81
H14 -3.33 -0.92 1.63
H15 -2.24 -2.04 0.73
H16 -2.89 -0.60 -0.09
H17 -1.31 -0.67 3.73
H18 0.39 -0.78 3.17
H19 -0.77 -2.03 2.68
H20 -2.64 0.98 2.97
H21 -2.65 1.84 1.39
H22 -1.33 2.13 2.56
H23 -2.95 4.16 -4.48
H24 -1.84 3.12 -5.50
H25 -1.15 4.44 -4.53
H26 -0.72 4.33 -1.87
H27 0.32 2.91 -1.89
H28 -1.04 2.92 -0.77
H29 -4.18 2.83 -2.85
H30 -3.43 1.99 -1.41
H31 -3.65 1.12 -2.94
C12 -0.94 -1.54 -3.53
C13 -2.19 -2.21 -3.39
C14 -2.23 -3.58 -3.68
C15 -1.09 -4.37 -3.66
C16 0.10 -3.76 -3.26
C17 0.18 -2.37 -3.33
S1 -0.75 0.09 -4.11
H32 -1.41 0.68 -3.09
H33 -3.10 -1.67 -3.10
H34 -3.18 -4.04 -4.01
H35 -1.09 -5.43 -3.94
H36 0.95 -4.43 -3.02
H37 1.16 -1.87 -3.31
N1 1.93 -4.57 2.64
C18 1.17 -5.39 1.81
C19 0.99 -4.65 0.67
N2 1.71 -3.45 0.75
C20 2.19 -3.40 1.99
H38 2.21 -4.77 3.60
H39 0.80 -6.37 2.07
H40 0.47 -4.85 -0.25
H41 2.73 -2.56 2.42

The Löwdin scheme yields these atomic charges, measured in e: In 1.011; P 0.723; P 0.763; P 0.876; H 0.092; C -0.078; C -0.107; H 0.007; C -0.260; C -0.263; C -0.223; C -0.306; C -0.290; C -0.298; C -0.187; C -0.215; C -0.204; H 0.058; H 0.070; H 0.043; H 0.060; H 0.075; H 0.006; H 0.039; H 0.093; H 0.046; H 0.075; H 0.061; H 0.061; H 0.039; H 0.016; H 0.058; H 0.015; H 0.036; H 0.055; H 0.029; H 0.043; H 0.087; H 0.072; H 0.075; H 0.074; H 0.049; H 0.047; H 0.086; H 0.056; H 0.055; C -0.586; C -0.059; C -0.041; C -0.048; C -0.082; C -0.197; S 0.847; H -0.202; H 0.117; H 0.139; H 0.131; H 0.120; H -0.016; N 0.101; C -0.017; C -0.114; N -0.061; C -0.191; H 0.176; H 0.139; H 0.099; H 0.123